No. 1
94
Properties=species:S:1:pos:R:3:forces:R:3 method="wB97M-V/def2-TZVPD" e_homo_ha=-0.2337 max_force_ha_per_bohr=0.024 lumo_energy_ev=-0.92 energy_ha=-2416.6737 homo_lumo_gap_ev=5.44
I 0.687 3.373 2.720 0.01 0.03 0.04
P -0.649 -3.180 -1.376 -0.76 -0.15 -0.75
F 4.487 2.880 0.215 -0.25 0.24 -0.03
O -1.053 -3.701 0.140 0.52 -0.11 0.22
O 2.642 2.090 -2.358 -0.27 -0.21 -0.06
O 1.526 -5.825 3.162 0.17 0.06 -0.01
O 3.100 -2.288 -2.930 -0.10 0.04 0.20
O 0.469 2.160 -1.937 0.16 -0.12 0.46
N 0.234 -4.463 -2.070 0.11 0.26 0.14
N 1.801 -2.380 -0.208 -0.41 0.15 0.00
N 6.851 -4.029 0.926 -0.24 -0.03 0.26
C 3.113 -1.197 -3.741 -0.33 0.32 -0.10
C 0.444 3.983 -0.303 -0.44 -0.51 0.29
C 2.823 -1.538 0.010 0.02 -0.04 -0.06
C 5.105 -2.543 -0.170 -0.59 -0.40 0.26
C -2.685 1.022 -2.176 -0.39 -0.35 0.11
C -1.807 -0.110 -1.612 0.56 0.88 -0.18
C -0.137 4.396 1.041 -0.15 0.34 -0.39
C 3.987 0.655 -0.391 0.33 -0.21 0.48
C -7.599 3.432 1.088 0.48 0.53 0.09
C 3.712 1.793 0.600 0.32 -0.56 -0.01
C 0.658 -0.757 -1.537 -0.11 0.18 -0.11
C -4.976 2.010 -1.470 0.23 0.48 0.39
C 1.889 -3.727 0.373 -0.34 -0.50 0.88
C -6.419 3.465 0.088 -0.39 -0.31 0.42
C 1.706 0.145 -1.295 -0.03 -0.09 -0.13
C -3.530 1.683 -1.073 -0.22 -0.30 -0.14
C 0.001 2.568 -0.647 -0.51 0.29 0.02
C -5.923 2.059 -0.259 -0.15 0.13 -0.01
C 1.481 -3.748 1.874 0.81 0.34 -0.88
C 4.005 -1.993 0.805 0.65 -0.19 -0.28
C 5.592 -3.963 0.168 0.65 0.37 0.04
C -7.327 4.180 2.404 -0.32 -0.09 0.70
C -7.916 3.482 3.652 -0.17 -0.12 -0.27
C 0.726 -2.016 -0.974 0.56 -0.54 0.21
C 1.684 1.531 -1.910 0.35 0.47 -0.03
C 2.321 -4.736 2.685 -0.36 -0.27 0.28
C 4.086 1.441 2.019 -0.05 -0.31 0.31
C 2.809 -0.269 -0.554 -0.01 0.61 -0.34
C -0.520 -0.411 -2.420 -0.47 -0.45 -0.03
H 4.842 -4.485 0.758 -0.04 -0.24 -0.13
H 1.630 -2.732 2.238 -0.26 0.01 0.29
H 2.895 -4.110 0.257 0.12 0.22 -0.26
H -5.430 1.672 0.636 0.08 -0.17 -0.02
H -8.528 2.626 3.366 -0.02 -0.06 -0.02
H 4.419 -1.152 1.349 -0.19 0.06 0.14
H 4.113 2.316 2.664 -0.10 0.14 -0.08
H -0.271 0.395 -3.096 0.02 0.09 0.01
H 1.243 -4.409 -0.156 0.00 0.10 -0.29
H -6.789 1.414 -0.415 -0.05 -0.01 -0.13
H -0.346 -4.992 -2.705 0.08 0.04 -0.19
H -0.734 -1.279 -3.040 0.15 0.03 -0.22
H -7.843 2.400 1.339 -0.10 -0.10 -0.16
H 3.745 -2.733 1.554 -0.05 -0.05 0.01
H -5.614 4.014 0.578 0.19 0.19 -0.34
H -1.084 2.581 -0.721 -0.01 -0.12 -0.01
H -1.210 4.221 1.063 -0.03 -0.20 0.10
H 3.916 -1.117 -4.510 0.12 -0.38 0.22
H -2.404 -1.016 -1.558 -0.01 -0.09 0.29
H -3.564 0.982 -0.236 -0.02 -0.04 0.08
H 7.456 -3.256 0.678 0.08 -0.04 -0.08
H 2.186 -1.023 -4.354 -0.04 -0.24 0.16
H -0.046 4.629 -1.033 0.40 0.21 -0.20
H -1.744 -4.367 0.068 -0.14 0.07 0.08
H 5.762 -4.508 -0.759 -0.21 -0.08 -0.08
H -3.075 2.595 -0.684 0.12 0.00 0.04
H 6.676 -3.956 1.919 0.04 0.05 0.05
H 5.957 -1.868 -0.125 0.09 0.06 -0.25
H 0.433 -4.016 1.905 -0.13 0.08 0.34
H 2.647 2.034 0.579 0.05 0.55 -0.17
H 5.057 0.949 2.070 0.14 0.12 -0.09
H -3.407 0.559 -2.851 0.14 0.09 -0.34
H 3.213 -0.227 -3.193 0.07 -0.04 0.05
H 1.095 -4.169 -2.529 0.21 -0.03 0.00
H -8.574 4.140 4.216 0.10 0.08 0.15
H -6.717 3.987 -0.820 0.11 0.10 -0.07
H -8.461 3.904 0.621 -0.24 -0.30 -0.03
H -0.006 5.462 1.190 0.24 -0.01 0.27
H 1.378 -5.695 4.100 -0.10 -0.07 0.05
H -7.138 3.106 4.312 0.02 0.03 0.11
H -7.762 5.178 2.381 0.14 0.13 -0.28
H 1.527 4.084 -0.334 0.06 0.16 -0.10
H -6.261 4.320 2.582 0.11 -0.04 -0.23
H 4.683 -2.541 -1.180 0.08 0.16 -0.14
H 4.855 0.113 -0.027 0.02 -0.07 -0.10
H 3.122 -5.174 2.088 0.00 -0.01 -0.13
H 3.358 0.744 2.441 -0.09 0.00 -0.02
H 0.246 1.857 0.146 0.28 -0.15 -0.12
H -5.334 1.326 -2.237 -0.02 -0.18 0.06
H -4.990 3.007 -1.914 0.00 -0.04 -0.29
H -2.097 1.732 -2.756 0.04 0.10 0.04
H 2.801 -4.238 3.529 0.02 0.08 0.03
H -1.510 0.179 -0.601 -0.06 -0.16 0.14
H 4.285 1.065 -1.348 -0.22 0.10 -0.13

---

No. 2
109
Properties=species:S:1:pos:R:3:forces:R:3 method="wB97M-V/def2-TZVPD" e_homo_ha="-0.2746 / -0.2804" max_force_ha_per_bohr=0.020 lumo_energy_ev="0.09 / -1.56" energy_ha=-6923.9445 homo_lumo_gap_ev="7.56 / 6.07" multiplicity=2 de_lowest_kcal_mol=248.8
Ir 0.035 0.114 -0.096 0.37 0.62 -0.19
As 3.719 1.135 -0.875 -0.06 0.26 0.03
S 0.382 3.149 -1.217 -0.02 0.19 -0.20
S -0.360 0.088 -3.321 -0.07 -0.69 0.11
S -0.312 -3.055 -0.434 0.17 0.08 0.34
S -1.181 -2.293 -3.073 -0.36 -0.78 -0.46
O 2.670 -0.604 1.208 -0.03 0.00 -0.03
O -1.850 0.503 0.375 0.03 -0.14 0.11
O -0.232 4.356 -0.744 -0.03 0.05 0.18
O 3.898 -0.512 0.490 0.07 -0.12 0.02
O 0.632 2.166 -0.119 -0.40 -0.45 -0.33
O 3.633 0.462 2.960 -0.01 0.02 -0.01
O -3.291 0.275 2.058 -0.03 0.04 -0.04
O -0.260 0.370 6.125 0.05 -0.01 -0.01
O 3.513 2.085 0.603 -0.06 -0.08 0.12
O -0.316 2.538 -2.352 0.32 -0.21 0.30
O 2.081 0.142 -1.297 -0.02 -0.10 0.28
N -0.547 -1.315 -4.163 0.06 0.14 0.20
N -0.407 -1.809 0.334 -0.22 -0.23 -0.17
N 0.243 0.291 2.014 0.16 -0.15 0.08
N -0.683 -0.430 -1.938 0.29 0.98 0.04
N -0.383 -3.190 -2.044 0.02 0.26 -0.24
C 3.587 -3.741 -0.016 0.02 -0.03 0.01
C -3.665 -5.797 0.912 0.00 -0.01 -0.01
C 3.667 -5.061 0.409 0.00 0.02 -0.01
C -2.885 -1.858 -2.698 0.04 0.07 0.08
C 1.275 0.188 2.868 0.06 0.04 0.02
C 1.968 3.609 -1.885 0.06 -0.10 0.08
C 1.272 -5.265 0.284 -0.01 -0.05 -0.04
C -2.160 0.373 1.624 -0.07 0.02 -0.02
C -5.035 -1.278 -3.547 0.00 0.00 0.00
C 2.145 -0.390 -2.635 0.03 -0.03 -0.13
C -3.286 -1.589 -1.402 -0.02 -0.01 0.00
C -4.591 -1.178 -1.179 -0.01 -0.01 -0.02
C -2.332 -3.820 1.221 0.00 0.00 0.03
C -1.482 1.162 -5.585 -0.02 0.04 0.02
C 1.133 0.226 4.240 -0.01 0.02 -0.03
C -3.553 2.339 -4.139 0.00 -0.01 0.00
C 1.209 -3.957 -0.166 0.01 0.04 -0.03
C -1.514 1.122 -4.199 0.08 -0.04 -0.08
C -0.979 0.353 2.562 -0.06 0.04 0.03
C -2.538 1.688 -3.458 -0.09 -0.08 -0.03
C 3.192 1.191 -4.852 -0.02 -0.03 0.00
C -2.459 -4.589 -3.904 -0.02 0.00 0.05
C 4.217 4.512 -3.228 0.02 0.00 0.00
C -1.596 -4.174 0.103 0.01 0.01 0.00
C 1.946 4.832 -2.550 0.02 -0.01 -0.05
C -3.735 -1.696 -3.783 0.02 0.00 -0.02
C -1.874 -5.325 -0.622 -0.02 0.01 -0.01
C -0.669 -3.839 -5.335 0.02 0.02 0.00
C -0.858 -4.956 -6.139 0.00 0.00 0.00
C 1.816 1.247 -4.554 0.05 0.05 -0.05
C -2.915 -6.141 -0.207 -0.01 0.00 0.01
C -1.844 -5.881 -5.836 0.00 0.01 0.01
C 3.114 2.812 -1.861 0.06 -0.03 -0.11
C 4.224 3.302 -2.551 0.03 -0.01 0.02
C -1.475 -3.662 -4.222 -0.01 0.05 0.00
C -2.646 -5.695 -4.717 0.01 0.00 -0.01
C 2.354 -3.183 -0.306 0.00 0.01 0.03
C -3.377 -4.641 1.622 0.02 0.00 0.00
C 3.550 -0.498 -3.155 0.04 -0.02 0.04
C 3.067 5.284 -3.227 -0.02 0.01 0.01
C -0.137 0.334 4.784 -0.04 0.01 -0.03
C -1.217 0.379 3.916 0.03 0.00 0.09
C 4.013 0.259 -4.186 -0.01 0.00 -0.04
C -2.497 1.835 -6.248 0.01 0.01 -0.02
C -5.463 -1.027 -2.249 0.00 0.00 0.01
C 1.328 0.440 -3.586 -0.33 0.22 0.12
C -3.527 2.421 -5.525 0.01 0.00 0.00
C 2.516 -5.818 0.563 -0.02 0.00 -0.01
C 2.679 0.039 2.355 0.02 0.03 -0.03
H 3.040 6.237 -3.741 0.00 0.00 0.00
H -4.320 2.941 -6.048 0.00 0.00 0.00
H 3.983 1.639 1.328 -0.05 -0.02 -0.07
H 3.603 1.835 -5.616 0.00 0.01 0.01
H 2.012 0.177 4.865 0.01 -0.01 -0.02
H -4.482 -6.433 1.227 0.00 0.00 0.00
H 4.469 -3.119 -0.083 0.00 0.02 -0.01
H -3.422 -6.410 -4.476 0.00 0.00 0.00
H -4.363 2.791 -3.581 0.00 0.00 0.00
H 2.291 -2.135 -0.572 0.00 0.01 0.00
H 0.377 -5.853 0.430 0.01 0.01 0.01
H -2.246 0.428 4.250 0.00 0.00 -0.01
H -1.991 -6.745 -6.470 0.00 0.00 0.00
H -5.710 -1.137 -4.381 0.00 0.00 0.00
H 1.724 -1.403 -2.587 -0.01 0.01 0.03
H 5.049 0.162 -4.487 0.00 0.00 0.00
H -2.093 -2.903 1.744 0.00 0.00 -0.01
H 0.094 -3.113 -5.571 0.00 0.01 0.01
H -1.292 -5.568 -1.501 0.00 0.00 0.01
H -2.582 -1.622 -0.584 0.01 0.00 0.00
H -3.084 -4.448 -3.032 0.00 0.00 0.00
H 5.107 4.854 -3.742 0.00 0.00 -0.01
H 4.195 -1.213 -2.660 0.00 0.00 0.01
H 2.577 -6.839 0.915 0.00 0.00 0.00
H -0.698 0.659 -6.136 0.00 0.00 -0.01
H -0.228 -5.096 -7.007 0.00 0.00 0.00
H -6.477 -0.690 -2.074 0.00 0.00 0.00
H -1.187 0.461 6.367 -0.05 0.01 0.01
H -3.144 -7.043 -0.760 0.00 0.00 0.00
H 1.043 5.427 -2.523 -0.01 0.00 0.01
H 1.160 1.905 -5.110 0.00 0.01 0.02
H -2.531 1.613 -2.379 -0.01 -0.01 -0.02
H -2.488 1.889 -7.329 0.00 0.00 0.00
H -3.969 -4.369 2.486 0.00 0.00 0.00
H 5.140 2.714 -2.546 0.00 0.00 0.00
H -3.385 -1.875 -4.791 -0.01 0.01 0.00
H 4.631 -5.494 0.645 0.00 0.00 0.00
H -4.897 -0.936 -0.170 0.00 0.01 0.00